ORCA calculation (ωB97M-V/def2-TZVPD) on 2 unconnected molecules or ions with the total composition C12H19N2 at a distorted geometry.

Structure (XYZ):
```
33
Properties=species:S:1:pos:R:3:forces:R:3
C -3.86403 -0.46543 0.69756 -2.0 -3.2 2.1
C -2.45487 -0.54120 0.87549 0.6 -0.6 0.5
C -4.12044 0.10080 -0.45551 -0.9 3.2 -3.6
C -1.88132 0.03207 -0.23069 -0.1 0.4 -0.4
C 1.33766 -0.11282 1.76743 0.6 -0.9 -1.2
C 1.09553 -1.36115 1.39515 1.1 -1.7 -0.3
C 0.69613 -0.04147 -0.51695 -1.8 0.3 0.2
C 1.16692 0.86251 0.57788 -1.6 -0.6 2.0
C 0.81064 0.32299 -1.91538 1.4 2.0 -3.1
C 0.04613 1.85524 1.03349 2.2 0.2 -1.0
C 2.41162 1.64889 0.28238 -2.5 2.7 -2.6
C 1.79507 -2.32423 -0.71441 2.9 -1.4 -0.1
N -2.92184 0.56978 -0.99534 0.4 -0.4 -0.4
N 0.82944 -1.49030 -0.11413 -3.6 1.8 1.8
H -4.73710 -1.06912 1.11401 1.8 1.0 0.3
H -1.95562 -1.00758 1.71817 0.0 0.1 -0.2
H -5.08461 0.33699 -1.01505 1.5 -0.5 1.1
H 1.77671 0.09688 2.74710 -0.5 0.3 -0.3
H 1.35611 -2.37533 1.84905 -0.8 1.8 -0.3
H 1.88543 0.45345 -2.30955 -0.9 -0.2 1.1
H 0.37243 1.34757 -2.28678 0.4 -1.9 1.4
H 0.48130 -0.40189 -2.64176 -0.7 -0.5 0.1
H -0.07959 2.52833 0.19325 -0.3 0.5 0.1
H 0.55714 2.34544 1.85576 -0.7 0.5 0.3
H -0.86278 1.35815 1.24455 -0.7 -0.3 0.6
H 2.27782 2.27462 -0.70647 0.0 -1.0 1.9
H 3.18235 1.04468 0.05866 3.1 -2.1 -0.4
H 2.61695 2.35676 1.04748 0.4 0.4 0.7
H 1.66751 -3.33400 -0.30722 0.3 0.2 -0.1
H 1.87077 -2.40326 -1.77430 -1.1 0.2 -1.0
H 2.79026 -1.92148 -0.48566 -0.2 -0.3 0.5
H -2.90906 1.21763 -1.78339 0.4 -0.6 0.4
H -0.15267 -1.90354 -0.20481 1.3 0.6 -0.1
```
Forces are in eV/Å.

Values from the calculation:
* energy: -15719.902 eV
* E_HOMO (alpha / beta): -11.684 / -11.394 eV
* ΔE to the lowest compared entry with this formula, charge and spin: 167.6 kcal/mol
* net charge: +1
* frontier orbital gap (alpha / beta): 7.7 / 7.2 eV
* multiplicity: 1

Mulliken atomic charge list, values in e, 8 entries: -1.0546 0.2820 -0.2149 -0.3698 -0.7838 -0.5511 -0.2503 2.4782

=====

ORCA calculation (ωB97M-V/def2-TZVPD) on 6 unconnected molecules or ions with the total composition H11NO4 at a distorted geometry.

Structure (XYZ):
```
16
Properties=species:S:1:pos:R:3:forces:R:3
N 1.57420 -0.49783 -2.31887 -1.7 0.9 -0.8
H 2.07489 -1.26503 -2.69461 0.4 -0.8 -0.2
H 1.61234 -0.46216 -1.32358 0.5 -0.1 0.4
H 0.57211 -0.59091 -2.55629 1.0 -0.2 0.0
H -1.22731 -0.59870 -0.77238 -0.7 -0.2 -2.4
H -1.15573 0.47680 -1.91176 -0.1 -0.3 -0.5
O -1.44486 -0.44510 -1.78438 0.4 0.6 2.7
H -0.47939 -1.59307 0.99926 1.5 -1.3 -1.0
H -0.70407 1.00448 0.05213 0.5 -3.0 0.8
O -0.71441 -0.68772 0.89086 -2.3 4.2 0.1
H -1.04498 0.40699 2.16077 0.0 0.0 0.6
H -1.27261 0.89762 3.63540 0.1 0.2 -0.7
O -1.08002 1.20649 2.73219 -0.1 -0.1 0.2
H 0.77676 0.14047 0.49194 1.6 0.2 0.5
H 1.82260 1.38120 0.52875 -0.1 -2.1 -0.1
O 1.74003 0.38722 0.36414 -1.1 2.1 0.4
```
Forces are in eV/Å.

Values from the calculation:
* energy: -9852.197 eV
* E_HOMO: -9.403 eV
* ΔE to the lowest compared entry with this formula, charge and spin: 173.5 kcal/mol
* net charge: 0
* frontier orbital gap: 4.4 eV
* multiplicity: 1

Mulliken atomic charge list, values in e, 8 entries: -0.6707 0.2118 0.3174 0.3111 0.4231 0.3215 -0.6855 0.2332

=====

ORCA calculation (ωB97M-V/def2-TZVPD) on C4H6F3NO in the gas phase at a distorted geometry.

Structure (XYZ):
```
15
Properties=species:S:1:pos:R:3:forces:R:3
C -2.41872 0.91450 0.32024 1.7 0.9 2.5
C -1.42642 -0.06363 -0.11475 -0.4 -0.2 -0.5
N -0.26215 0.29918 -0.39773 1.5 -0.8 0.4
C 0.87710 -0.61314 -0.51792 -0.4 0.7 -2.3
O 0.77655 -1.89425 0.06131 -1.4 1.2 0.0
C 2.04372 0.22575 0.02347 0.5 1.6 -0.3
F 2.38587 1.23497 -0.82180 -0.5 -0.6 -0.3
F 3.15300 -0.49761 0.16225 0.4 -0.9 0.2
F 1.81939 0.85052 1.17769 -0.4 -0.5 0.6
H -2.09035 1.93448 0.32167 0.1 0.7 -1.3
H -3.36791 0.70286 -0.01773 -2.2 -0.1 -0.8
H -2.40648 0.87004 1.42884 -0.5 -0.8 -0.2
H -1.86541 -1.05727 -0.17804 0.7 -0.6 0.2
H 1.12194 -0.71772 -1.64260 -0.4 0.2 1.5
H 1.65987 -2.18868 0.19510 1.2 -0.7 0.2
```
Forces are in eV/Å.

Values from the calculation:
* energy: -15934.561 eV
* E_HOMO: -9.993 eV
* ΔE to the lowest compared entry with this formula, charge and spin: 40.9 kcal/mol
* net charge: 0
* frontier orbital gap: 10.7 eV
* multiplicity: 1

Mulliken atomic charge list, values in e, 8 entries: -1.2652 0.2214 -0.4113 -0.0100 -0.5130 0.8280 -0.2743 -0.2798

=====

ORCA calculation (ωB97M-V/def2-TZVPD) on a molecular structure, C22H33BCrF4N3O3S at a distorted geometry.

Structure (XYZ):
```
68
Properties=species:S:1:pos:R:3:forces:R:3
Cr 10.11046 11.28918 8.31633 0.5 0.3 -0.2
C 14.36604 11.25932 9.32739 0.7 -0.9 0.9
N 14.07961 10.47008 8.16223 -1.9 0.4 -0.9
C 14.99425 9.47642 7.61262 0.6 1.1 -0.9
C 14.23123 8.31634 7.06343 -0.2 -0.7 -0.3
C 13.34814 8.85667 5.94102 -0.5 1.0 1.4
N 12.60579 10.11891 6.36645 1.5 -1.7 0.3
C 11.51532 10.43684 5.49496 -0.4 1.7 -0.3
C 12.92099 10.78846 7.49640 -0.5 0.4 0.3
O 12.14959 11.72941 7.94302 0.7 -1.6 -0.7
H 14.57136 10.56493 10.15187 0.0 0.2 0.1
H 13.53788 11.89820 9.59855 -0.1 0.0 -0.2
H 15.24887 11.85073 9.16339 0.4 0.4 0.0
H 15.75138 9.14421 8.28854 0.1 0.0 1.1
H 15.59759 9.96008 6.80844 -0.4 -0.3 0.2
H 13.64354 7.82689 7.85999 0.1 0.3 -0.3
H 14.94461 7.54084 6.70359 -0.6 0.6 -0.1
H 12.57418 8.15102 5.67555 -0.1 -0.2 -0.4
H 13.96695 9.15007 5.11184 0.1 -0.2 -0.6
H 11.12664 11.43452 5.76950 0.2 -0.4 -0.2
H 10.67403 9.76376 5.55594 -0.1 -0.5 0.1
H 11.85803 10.50440 4.44758 0.0 -0.1 0.4
C 9.00988 17.56797 7.19394 0.2 -0.2 1.0
C 9.36893 16.11773 7.38792 -1.5 -0.7 1.0
C 10.57872 15.51174 7.05432 -0.7 0.0 0.5
C 10.73642 14.16230 7.31358 0.4 0.6 -0.8
N 9.81147 13.36650 7.84663 0.0 -0.6 -0.3
C 8.62563 13.90397 8.14941 -0.3 1.4 0.7
C 8.39051 15.27908 8.02588 0.1 0.2 -0.7
H 9.42986 17.98699 6.31016 0.2 0.2 -0.9
H 9.46891 18.14480 8.01349 -0.3 -0.1 -0.1
H 7.92108 17.70919 7.20773 0.4 0.0 0.0
H 11.42431 16.03634 6.63451 -0.2 0.2 -0.2
H 11.65656 13.76153 6.92336 0.1 -0.7 0.5
H 7.86985 13.23389 8.55094 0.2 0.4 -0.1
H 7.41031 15.70981 8.36435 1.1 -0.5 -0.5
C 9.19364 7.14759 8.10661 0.4 0.9 -0.8
S 10.18863 8.01102 9.32963 -0.6 -0.3 0.9
O 10.65321 9.31120 8.70492 -0.2 0.2 -0.4
C 8.93677 8.36967 10.60510 -0.4 0.1 -0.6
C 7.60184 8.75625 10.34512 1.5 0.1 0.8
C 6.85158 9.21087 11.40624 -1.1 0.1 0.5
C 7.32054 9.15979 12.73270 0.1 -0.5 -0.3
C 8.59357 8.65066 12.99131 0.1 0.0 -0.3
C 9.41521 8.29393 11.89600 0.1 -0.1 0.6
H 8.55279 7.89099 7.59415 0.3 -0.4 0.1
H 8.59683 6.40782 8.60325 -0.3 -0.4 0.3
H 9.90534 6.65809 7.41254 -0.5 0.4 0.3
H 7.23572 8.74714 9.35387 -0.5 0.1 -0.8
H 5.81188 9.55725 11.23986 0.8 -0.3 0.0
H 6.63134 9.40507 13.55061 0.5 0.1 -0.4
H 8.93215 8.51266 14.02654 0.0 0.1 -0.6
H 10.42867 7.90004 12.00291 -0.3 0.2 0.4
F 6.81749 11.97212 6.98156 -0.2 0.1 -0.2
B 7.44655 10.84335 7.41333 0.0 0.7 0.3
F 8.02050 11.15647 8.75753 -0.2 -0.4 0.1
F 6.66266 9.74555 7.44491 -0.3 -0.6 0.3
F 8.63833 10.59414 6.71001 0.5 -0.2 -0.8
C 11.09298 13.59449 11.05198 0.0 1.8 0.6
C 11.04439 12.13378 11.28556 -0.4 0.4 0.1
C 11.68002 11.51444 12.49007 0.1 0.9 -0.9
O 10.43153 11.50702 10.44653 -0.1 -1.1 0.5
H 11.64033 14.21666 11.79542 -0.2 -0.6 -0.5
H 10.06604 14.01644 10.97711 0.5 -0.5 0.2
H 11.49433 13.73856 10.05262 0.3 0.1 -0.1
H 11.16376 11.86007 13.35151 -0.5 0.6 0.9
H 12.70400 11.86629 12.57096 0.2 -0.1 0.0
H 11.59105 10.46660 12.48276 0.1 -1.3 -0.2
```
Forces are in eV/Å.

Values from the calculation:
* energy: -84768.672 eV
* E_HOMO (alpha / beta): -10.543 / -11.898 eV
* ΔE to the lowest compared entry with this formula, charge and spin: 17.6 kcal/mol
* net charge: +1
* frontier orbital gap (alpha / beta): 8.7 / 10.0 eV
* multiplicity: 5
* expectation value of S²: 6.008

Mulliken atomic charge list, values in e, 8 entries: 1.0950 -1.1115 0.3032 -0.8340 -0.3885 -0.7659 0.3374 -0.9725

=====

ORCA calculation (ωB97M-V/def2-TZVPD) on a molecular structure, C13H31ClNbO2 at a distorted geometry.

Structure (XYZ):
```
48
Properties=species:S:1:pos:R:3:forces:R:3
C 4.28628 -0.55306 2.14555 -0.1 -0.1 0.0
C 5.31893 0.41538 1.58076 0.1 0.1 0.0
C 4.68717 1.49270 0.71774 0.2 -0.3 0.0
O 4.15588 0.92136 -0.46353 -0.8 0.8 0.4
Nb 2.53269 1.45035 -1.44340 1.6 0.0 0.0
Cl 2.88795 3.85265 -1.32319 0.0 -0.2 -0.1
C 1.91650 -0.63927 -1.87020 -0.3 0.2 0.0
C 0.99352 -1.28850 -0.83661 0.1 -0.2 0.0
C 0.22785 -2.53040 -1.35230 0.0 0.0 0.0
C -1.27332 -2.26119 -1.44326 0.0 0.0 -0.2
C -1.93286 -2.00506 -0.09380 0.0 -0.1 0.1
C -3.21093 -1.19265 -0.20331 -0.2 0.0 -0.1
C -3.87499 -0.94379 1.14818 0.0 -0.1 0.0
C -4.82756 0.25578 1.22723 0.0 0.1 0.0
C -4.34473 1.47950 0.47233 0.1 0.0 0.0
O -3.12729 1.89105 1.05463 0.0 0.0 0.0
C -2.42776 2.84609 0.28098 0.0 -0.1 -0.1
H 3.36698 -0.02528 2.41408 0.0 0.0 0.0
H 4.65741 -1.06492 3.03597 0.0 0.0 0.0
H 4.01480 -1.30969 1.40908 0.0 0.0 0.0
H 5.87421 0.89893 2.39126 0.0 0.0 0.0
H 6.04888 -0.12558 0.97003 0.0 0.0 0.1
H 5.42263 2.25877 0.44984 0.0 0.0 -0.1
H 3.89832 1.99219 1.29385 0.0 0.0 -0.1
H 1.43976 1.36991 0.05437 -0.1 -0.2 -0.5
H 0.87039 1.79788 -2.09540 -0.1 0.1 0.2
H 2.98675 1.32308 -3.23259 -0.6 -0.1 0.1
H 1.42459 -0.66010 -2.84649 0.1 0.0 0.0
H 2.85095 -1.21572 -1.94908 0.0 0.0 -0.1
H 0.27000 -0.54344 -0.50106 0.1 -0.1 0.0
H 1.58518 -1.55955 0.04344 -0.1 0.1 0.1
H 0.60173 -2.78253 -2.34845 0.0 0.0 0.0
H 0.40661 -3.41295 -0.72528 0.0 0.1 0.0
H -1.78858 -3.09317 -1.93611 0.0 0.0 -0.1
H -1.41511 -1.38542 -2.08879 0.0 0.0 0.1
H -1.24902 -1.44851 0.55186 0.0 -0.1 0.0
H -2.12869 -2.96581 0.40021 0.0 0.1 0.0
H -2.94703 -0.24715 -0.68239 0.0 -0.1 0.0
H -3.91440 -1.69749 -0.87798 0.0 0.1 0.0
H -4.43350 -1.84139 1.42974 0.0 0.0 0.1
H -3.09641 -0.82193 1.90516 0.0 0.1 -0.1
H -5.83522 -0.00606 0.88748 0.1 0.0 -0.1
H -4.92185 0.54824 2.27626 -0.1 0.0 0.0
H -5.09088 2.28766 0.51935 0.0 0.0 0.1
H -4.19183 1.24968 -0.59028 -0.1 0.1 0.0
H -2.13760 2.42947 -0.69151 0.0 0.0 0.1
H -1.52301 3.11210 0.82251 0.0 0.0 0.0
H -3.03342 3.74780 0.11312 0.0 0.0 0.0
```
Forces are in eV/Å.

Values from the calculation:
* energy: -32150.948 eV
* E_HOMO: -4.781 eV
* net charge: -1
* frontier orbital gap: 7.8 eV
* multiplicity: 1

Mulliken atomic charge list, values in e, 8 entries: -0.9215 -0.5143 -0.4089 -0.7187 -0.2730 -0.5219 -1.3678 0.4636

=====

ORCA calculation (ωB97M-V/def2-TZVPD) on C5H7N in the gas phase.

Structure (XYZ):
```
13
Properties=species:S:1:pos:R:3:forces:R:3
C -0.17777 0.97389 1.55938 0.0 0.0 0.0
C -0.08147 0.12974 0.32644 -0.3 -0.2 -0.3
C -0.90165 -0.80125 -0.21246 0.2 0.3 0.2
C -0.33410 -1.31433 -1.44119 0.3 -0.1 -0.2
C 0.91799 -0.84799 -1.74136 -0.4 -0.6 0.3
N 1.02743 0.22525 -0.58593 0.3 0.2 -0.4
H 0.67030 0.82215 2.24178 -0.1 0.0 -0.2
H -0.22358 2.04562 1.32417 0.0 -0.2 0.0
H -1.08889 0.71725 2.11020 0.2 0.0 -0.1
H -1.85600 -1.09925 0.21485 0.2 0.1 -0.1
H -0.83720 -2.03314 -2.07907 0.1 0.1 0.1
H 0.92546 0.77098 -1.49153 -0.3 0.6 0.7
H 1.95948 0.41107 -0.22529 -0.1 -0.1 0.0
```
Forces are in eV/Å.

Values from the calculation:
* energy: -6784.843 eV
* E_HOMO: -8.301 eV
* ΔE to the lowest compared entry with this formula, charge and spin: 84.6 kcal/mol
* net charge: 0
* frontier orbital gap: 9.0 eV
* multiplicity: 1

Mulliken atomic charge list, values in e, 8 entries: -1.1191 0.2315 -0.3049 -0.2099 -0.9272 -0.0874 0.3041 0.2837